C31H31AsN4O4PSe4Ti | ωB97M-V with the def2-TZVPD basis set

Properties
HOMO energy (alpha / beta): -2.290 / -2.292 eV
charge: -1
E_tot: -14752.3361 Ha
Kohn-Sham gap (alpha / beta): 0.14045 / 0.14052 Eh

Each line ends with the Löwdin charge.
Positions of all 77 atoms, in Å:
Ti -0.43488 -2.27451 1.89529  0.14
O -1.37868 0.76241 4.11003  0.07
C -1.34151 -0.12543 3.26334  -0.60
O -0.25365 -0.80039 2.94929  -0.28
C -2.50157 -0.55789 2.46007  -0.23
C -3.82274 -0.10765 2.49832  -0.01
C -4.74865 -0.71848 1.65149  -0.11
C -4.38134 -1.77063 0.81884  0.00
C -3.04896 -2.19893 0.84874  -0.20
N -2.14939 -1.55753 1.63188  -0.07
C -2.39290 -3.29631 0.13432  -0.58
O -2.87598 -3.95303 -0.79683  0.01
O -1.13588 -3.43904 0.54118  -0.41
H -4.10027 0.68104 3.17943  0.11
H -5.77462 -0.38179 1.65186  0.08
H -5.08837 -2.27103 0.17309  0.11
Se 3.47296 -3.40303 0.70600  -0.06
Se 1.83708 -3.27950 2.28885  -0.07
Se 0.20986 -5.05513 2.68700  0.06
Se -1.09334 -3.62781 3.90720  0.16
C 1.88111 -2.84689 -3.44573  -0.12
N 1.84659 -1.38717 -3.01443  -0.07
C 0.58584 -0.74446 -3.55907  -0.12
N -0.56767 -1.47669 -3.19550  -0.14
C -0.47086 -2.85994 -3.63805  -0.16
N 0.69503 -3.51928 -3.08458  -0.15
C 0.56586 -3.75285 -1.65577  -0.26
P 0.40224 -2.16916 -0.66848  0.99
C 1.85905 -1.30931 -1.53941  -0.29
C -0.88751 -1.38975 -1.78063  -0.26
H 2.74050 -3.31159 -2.95464  0.14
H 1.99774 -2.85618 -4.53549  0.14
H 2.66848 -0.90494 -3.38374  0.18
H 0.66693 -0.71084 -4.65230  0.14
H 0.52857 0.27347 -3.15863  0.12
H -0.40466 -2.86675 -4.73246  0.13
H -1.37207 -3.39221 -3.32849  0.14
H 1.44416 -4.29526 -1.28875  0.06
H -0.32759 -4.36263 -1.48360  0.10
H 2.76990 -1.78401 -1.14529  -0.02
H 1.85243 -0.25830 -1.24302  0.05
H -1.00576 -0.33298 -1.50741  0.06
H -1.84601 -1.88892 -1.62365  0.09
C 0.58469 3.20510 -3.46697  -0.11
C -0.64823 3.08324 -2.84639  -0.09
C -0.74424 2.47721 -1.60589  -0.11
C 0.38499 2.01910 -0.92653  -0.35
C 1.61900 2.16445 -1.56218  -0.15
C 1.71743 2.74095 -2.81764  -0.11
As 0.16067 0.94927 0.76920  1.42
C 1.97492 1.28837 1.42094  -0.37
C 2.69763 0.21812 1.92674  -0.11
C 3.97021 0.38339 2.44672  -0.07
C 4.54599 1.64095 2.44990  -0.09
C 3.85468 2.71647 1.91311  -0.09
C 2.57832 2.54676 1.40946  -0.15
C -0.80912 2.37839 1.70657  -0.35
C -0.21983 3.18905 2.66679  -0.10
C -0.95757 4.15101 3.33137  -0.08
C -2.30574 4.30426 3.06401  -0.09
C -2.91342 3.48222 2.13081  -0.09
C -2.17190 2.52450 1.46306  -0.14
H 0.65902 3.67320 -4.43685  0.09
H -1.54005 3.44364 -3.33882  0.10
H -1.72001 2.37286 -1.14543  0.09
H 2.52246 1.83771 -1.05937  0.09
H 2.68547 2.82697 -3.29022  0.10
H 2.26067 -0.78195 1.91740  0.00
H 4.48554 -0.48091 2.83891  0.11
H 5.53484 1.79095 2.85837  0.10
H 4.31272 3.69663 1.89716  0.10
H 2.04932 3.39747 0.99194  0.11
H 0.82186 3.05346 2.92491  0.09
H -0.47540 4.77042 4.07545  0.10
H -2.88862 5.03782 3.60398  0.10
H -3.97403 3.57193 1.93638  0.10
H -2.67176 1.84829 0.77289  0.10

C50H59BrFN5NaO2Sb | ωB97M-V with the def2-TZVPD basis set

Properties
HOMO energy: -1.024 eV
charge: -2
E_tot: -5441.4045 Ha
Kohn-Sham gap: 0.16396 Eh

Each line ends with the Löwdin charge.
Positions of all 120 atoms, in Å:
Na 0.67229 -0.19384 -0.03414  0.21
C 0.45694 -0.71490 5.58677  -0.07
C 0.90520 -0.71799 4.12093  -0.38
C 2.02048 0.30634 3.90725  -0.04
C 1.32650 -2.09678 3.65448  -0.13
C 2.27472 -2.80032 4.37954  -0.06
C 2.64879 -4.08535 4.01662  -0.11
C 2.05864 -4.65974 2.90425  -0.07
C 1.12286 -3.98497 2.13318  -0.14
C 0.61281 -4.64126 0.86345  -0.36
C 1.78164 -4.92925 -0.08646  -0.06
C -0.17204 -5.92806 1.13805  -0.07
C 0.74069 -2.66600 2.48832  -0.18
N -0.10169 -1.90338 1.70761  0.08
C -1.36917 -2.23694 1.47790  -0.28
C -2.13359 -3.19449 2.20473  -0.05
C -3.47134 -3.42269 1.93717  -0.14
C -4.14036 -2.73348 0.93305  -0.15
C -3.43028 -1.78657 0.19678  -0.06
C -2.11578 -1.54481 0.49377  -0.24
F -1.47879 -0.54010 -0.17557  0.00
H 0.00699 0.25097 5.83500  0.06
H 1.30237 -0.87039 6.26238  0.07
H -0.27621 -1.50389 5.77042  0.08
H 0.05821 -0.42307 3.50004  0.08
H 2.93496 -0.00438 4.42192  0.08
H 1.72383 1.28252 4.29872  0.05
H 2.23095 0.41110 2.84615  0.07
H 2.72171 -2.34017 5.25528  0.10
H 3.39344 -4.62722 4.58811  0.08
H 2.35034 -5.66729 2.62135  0.10
H -0.05644 -3.94088 0.36173  0.12
H 2.43083 -5.70995 0.31697  0.07
H 2.37734 -4.02827 -0.22496  0.07
H 1.41704 -5.26023 -1.06437  0.07
H 0.43005 -6.64577 1.70053  0.07
H -0.46608 -6.39777 0.19410  0.06
H -1.07642 -5.71587 1.70972  0.06
H -1.63610 -3.72784 3.00682  0.10
H -4.00967 -4.16433 2.51988  0.09
H -5.18038 -2.93249 0.71886  0.08
H -3.89729 -1.23763 -0.61339  0.11
C 2.74263 -2.90180 -3.17681  -0.05
C 2.25599 -2.15784 -2.11418  -0.11
N 0.97494 -1.79616 -2.02463  0.11
C 0.12618 -2.21008 -2.95420  -0.06
C 0.50585 -3.01017 -4.05032  -0.22
C 1.86591 -3.31358 -4.15616  -0.04
C -0.40754 -3.42323 -5.11118  -0.05
C -1.69215 -3.82505 -5.07458  -0.04
C -2.50499 -4.36519 -3.99402  -0.27
C -2.01351 -4.92593 -2.80562  0.01
C -2.88453 -5.67053 -2.04134  -0.12
N -4.17290 -5.83203 -2.36023  0.07
C -4.56186 -5.17861 -3.44342  -0.24
N -3.81336 -4.48693 -4.28462  0.11
H 3.79499 -3.14779 -3.22757  0.11
H 2.91071 -1.80886 -1.31732  0.08
H -0.89673 -1.85658 -2.86446  0.13
H 2.21712 -3.90008 -4.99909  0.11
H 0.03374 -3.37238 -6.10289  0.11
H -2.20632 -3.88302 -6.02764  0.10
H -0.97553 -4.83170 -2.52766  0.10
H -2.55269 -6.17632 -1.14115  0.10
H -5.61975 -5.24446 -3.68678  0.10
C 0.29120 4.29181 -3.19769  -0.17
C 1.42208 3.50881 -2.99637  -0.16
C 1.33047 2.32390 -2.26546  -0.19
C 0.12149 1.87104 -1.71761  -0.12
C -1.00087 2.67230 -1.96453  -0.21
C -0.92622 3.86823 -2.68197  -0.17
H 0.36118 5.22284 -3.75349  0.07
H 2.37865 3.82915 -3.40821  0.07
H 2.23548 1.73525 -2.11628  0.06
H -1.97875 2.35454 -1.59697  0.05
H -1.81944 4.47292 -2.84086  0.07
C -0.03957 3.62821 5.13181  -0.18
C -1.05468 4.09336 4.08934  -0.56
C -2.17424 4.86347 4.78086  -0.16
Sb -1.44742 2.34862 2.71207  1.54
C -2.68602 0.95651 3.92909  -0.56
C -3.28844 1.53517 5.20290  -0.16
C -3.74097 0.26126 3.07653  -0.14
C -2.97703 3.34900 1.46660  -0.57
C -2.30569 4.58916 0.88455  -0.18
C -4.29989 3.68337 2.14522  -0.15
H 0.33401 4.48009 5.71227  0.07
H 0.81501 3.13697 4.66617  0.04
H -0.49459 2.92541 5.83498  0.05
H -0.54511 4.77785 3.40371  0.07
H -2.76273 4.21887 5.43565  0.05
H -2.84341 5.35325 4.07495  0.04
H -1.73546 5.65098 5.40781  0.07
H -1.93859 0.20799 4.20376  0.04
H -3.98668 2.34560 4.98132  0.06
H -2.51154 1.91660 5.86851  0.05
H -3.84401 0.75543 5.73882  0.07
H -4.63161 0.88081 2.95918  0.05
H -4.05112 -0.67795 3.54543  0.08
H -3.35687 0.00415 2.09030  0.05
H -3.15981 2.63744 0.65722  0.07
H -2.12783 5.33326 1.66652  0.05
H -2.93092 5.05181 0.11423  0.07
H -1.34891 4.33344 0.42422  0.06
H -4.15025 4.31875 3.01662  0.04
H -4.81798 2.78234 2.47058  0.04
H -4.95933 4.21841 1.45048  0.07
Br 8.41376 0.51109 3.17160  0.66
C 6.78314 1.16638 2.41985  -0.67
C 6.50061 2.51874 2.50764  -0.23
N 5.38555 3.03584 2.00534  0.06
C 4.52345 2.21260 1.40717  -0.07
C 4.74260 0.84783 1.25925  -0.10
C 5.90941 0.31009 1.78173  -0.06
C 3.75494 -0.05904 0.50185  -0.62
O 4.23137 -1.12214 0.06502  -0.03
O 2.58925 0.38777 0.40851  -0.08
H 7.19080 3.20598 2.98496  0.09
H 3.61614 2.65530 1.01275  0.12
H 6.09892 -0.74784 1.65945  0.11

Which of these has the highest charge? C31H31AsN4O4PSe4Ti